1.
# C46H122N10O13

10 unconnected molecules or ions with the total composition C46H122N10O13 in a non-equilibrium geometry (ωB97M-V with the def2-TZVPD basis set, the Open Molecules 2025 dataset).

Output
E = -3350.81636 Ha
lowest unoccupied orbital energy (spin up / spin down) = -2.410 / -8.020 eV
multiplicity = 2
net charge = +1

Element x y z (Å)
C  3.7444  2.3172  -0.2096
O  4.6063  1.9271  0.8271
C  4.0110  0.9473  1.7485
C  5.0844  0.4891  2.7258
N  5.9013  -0.5887  2.1527
C  7.0253  -0.9530  3.0020
C  8.0817  -1.7594  2.2384
O  8.5357  -1.1152  1.0598
C  9.5250  -1.9413  0.4122
H  3.4122  1.4093  -0.7130
H  4.1695  2.9667  -0.9747
H  2.7724  2.6703  0.1349
H  3.6215  0.1014  1.1821
H  3.0932  1.3481  2.1787
H  4.6777  0.0805  3.6508
H  5.6650  1.3583  3.0348
H  6.2353  -0.2937  1.2463
H  6.6139  -1.5525  3.8140
H  7.4957  -0.1039  3.4980
H  7.7048  -2.7106  1.8627
H  8.8824  -2.0392  2.9230
H  10.4869  -1.9072  0.9238
H  9.7463  -1.5731  -0.5896
H  9.2101  -2.9830  0.3500
C  -6.5780  4.0478  6.5804
O  -5.7569  4.2706  5.4265
C  -6.2007  5.4404  4.7896
C  -5.5790  5.5495  3.3940
N  -4.1052  5.4765  3.4894
C  -3.4659  6.1075  2.2731
C  -3.6661  5.3578  0.9452
O  -3.0141  4.0997  0.8757
C  -3.6057  3.2332  -0.0418
H  -6.4244  4.7712  7.3811
H  -6.3347  3.0258  6.8712
H  -7.6395  3.9013  6.3807
H  -6.0594  6.3212  5.4161
H  -7.2591  5.3682  4.5393
H  -5.8462  6.5286  2.9963
H  -5.9440  4.7705  2.7246
H  -3.9284  4.4848  3.5624
H  -2.4080  6.1589  2.5306
H  -3.6675  7.1748  2.1811
H  -3.2321  5.9297  0.1251
H  -4.7399  5.3313  0.7594
H  -3.4456  3.5826  -1.0618
H  -4.6661  3.0678  0.1487
H  -3.1173  2.2627  0.0456
C  -8.1450  3.9596  0.4894
O  -8.1146  3.0469  -0.6471
C  -9.0078  2.0080  -0.3874
C  -8.9843  0.9351  -1.5939
N  -7.7066  0.3294  -2.0036
C  -7.0478  -0.4719  -0.9589
C  -5.6894  -0.9863  -1.5286
O  -4.8326  0.0877  -1.4691
C  -3.4896  -0.2247  -1.8801
H  -7.3055  4.6541  0.5201
H  -7.9946  3.4192  1.4240
H  -9.0977  4.4781  0.5973
H  -9.9958  2.4463  -0.2470
H  -8.7963  1.5147  0.5613
H  -9.3816  1.4573  -2.4643
H  -9.6933  0.1344  -1.3832
H  -7.0453  1.0422  -2.2771
H  -7.6427  -1.3377  -0.6682
H  -6.8156  0.1388  -0.0864
H  -5.7773  -1.3204  -2.5624
H  -5.3437  -1.8570  -0.9715
H  -3.3365  -0.7513  -2.8221
H  -3.0213  -0.8011  -1.0823
H  -2.9166  0.7023  -1.8576
C  -0.2053  -0.3253  -3.0911
C  0.9590  -0.7216  -2.0172
C  0.3914  -0.8070  -0.5584
O  -0.3899  0.3367  -0.2332
C  -0.4387  0.6546  1.1724
N  1.5652  -2.0050  -2.4216
H  0.1638  -0.1714  -4.1050
H  -0.7005  0.5711  -2.7178
H  -0.9471  -1.1224  -3.1412
H  1.7036  0.0672  -2.1239
H  1.2900  -0.9924  0.0299
H  -0.2178  -1.7002  -0.4195
H  -0.8412  -0.1557  1.7803
H  -1.0319  1.5590  1.3078
H  0.5529  0.9203  1.5386
H  0.8097  -2.6523  -2.2476
H  2.2231  -2.3344  -1.7297
C  3.9362  2.9743  -3.8563
C  4.8446  1.9044  -4.4139
C  5.3181  0.9280  -3.3373
O  6.2852  1.4577  -2.4446
C  6.9712  0.5042  -1.6078
N  4.0296  1.2329  -5.4362
H  3.4933  3.6126  -4.6208
H  4.3987  3.6124  -3.1033
H  3.0468  2.5393  -3.4005
H  5.7377  2.2738  -4.9179
H  5.6456  0.0194  -3.8424
H  4.4953  0.5372  -2.7388
H  7.1134  -0.4351  -2.1422
H  6.3607  0.2529  -0.7405
H  7.8803  1.0343  -1.3239
H  3.8172  1.8213  -6.2292
H  4.6246  0.4924  -5.7792
C  -3.2335  -2.9040  1.6209
C  -3.2892  -1.8782  2.7223
C  -3.9625  -0.5400  2.2976
O  -4.1523  0.2214  3.5136
C  -4.4865  1.5577  3.3105
N  -4.0443  -2.5168  3.8179
H  -2.6209  -3.7612  1.9001
H  -2.8804  -2.4262  0.7070
H  -4.2136  -3.2873  1.3372
H  -2.2595  -1.6725  3.0149
H  -4.9169  -0.6586  1.7846
H  -3.1630  -0.1082  1.6956
H  -3.8016  2.1806  2.7351
H  -4.6704  2.0931  4.2420
H  -5.4415  1.6810  2.7999
H  -4.3668  -1.7278  4.3597
H  -4.8853  -2.9461  3.4596
C  2.8636  -4.1133  -4.9836
C  3.5122  -2.7173  -5.1286
C  4.4511  -2.6191  -6.3632
O  5.2783  -1.4417  -6.3136
C  5.9427  -1.2360  -7.5285
N  2.4595  -1.7353  -5.3270
H  3.5005  -4.9979  -4.9868
H  2.2267  -4.1991  -5.8640
H  2.1893  -4.1440  -4.1278
H  4.0375  -2.4690  -4.2063
H  3.9248  -2.6392  -7.3175
H  5.1997  -3.4102  -6.3213
H  5.2284  -1.1962  -8.3509
H  6.6371  -2.0396  -7.7737
H  6.4776  -0.2869  -7.5657
H  1.8619  -1.7599  -4.5130
H  2.8238  -0.7944  -5.3710
C  6.9118  -4.8814  0.0310
C  5.4527  -5.0978  0.5488
C  4.3435  -4.7968  -0.5163
O  4.3949  -3.5556  -1.2163
C  4.3859  -2.3850  -0.3671
N  5.3291  -6.4875  0.9174
H  7.6549  -4.9748  0.8230
H  6.9421  -3.8833  -0.4061
H  7.1719  -5.6485  -0.6983
H  5.2713  -4.4915  1.4362
H  3.3633  -4.8408  -0.0415
H  4.4355  -5.6379  -1.2035
H  5.2313  -2.3031  0.3160
H  3.4614  -2.3400  0.2085
H  4.1797  -1.4225  -0.8352
H  6.1466  -6.8588  1.3800
H  5.4038  -7.0504  0.0822
C  -3.1135  -5.7970  -1.1611
C  -2.1921  -5.4834  -2.3059
C  -1.7993  -3.9694  -2.1963
O  -0.5817  -3.7248  -2.9113
C  -0.6449  -3.8079  -4.3616
N  -1.0088  -6.3230  -2.1450
H  -3.5112  -6.8018  -1.3037
H  -3.9759  -5.1318  -1.2060
H  -2.6575  -5.7241  -0.1738
H  -2.6919  -5.7500  -3.2371
H  -1.6689  -3.6801  -1.1535
H  -2.7009  -3.5040  -2.5946
H  0.1959  -3.2597  -4.7867
H  -1.5674  -3.2905  -4.6248
H  -0.5871  -4.8373  -4.7153
H  -0.2460  -5.7386  -2.4559
H  -0.8716  -6.4402  -1.1513
C  -1.0872  4.0238  7.3366
C  -1.5275  4.4301  5.9497
C  -1.7467  3.2506  5.0096
O  -0.6277  2.7126  4.4514
C  0.0012  3.5321  3.4373
N  -2.6806  5.2761  6.0802
H  -1.8955  3.6124  7.9411
H  -0.8402  4.8344  8.0220
H  -0.2109  3.3797  7.2639
H  -0.7867  5.1463  5.5942
H  -2.4879  3.5261  4.2594
H  -2.1735  2.3433  5.4371
H  0.3576  4.4553  3.8943
H  -0.7266  3.8215  2.6793
H  0.8991  3.0560  3.0433
H  -3.3920  4.7706  6.5885
H  -3.0797  5.3969  5.1603

---

2.
# C46H128N10O16

13 unconnected molecules or ions with the total composition C46H128N10O16 in a non-equilibrium geometry (ωB97M-V with the def2-TZVPD basis set, the Open Molecules 2025 dataset).

Output
E = -3580.53249 Ha
lowest unoccupied orbital energy = 0.494 eV
net charge = 0
relative energy (zero: lowest compared OMol25 entry of this formula, charge and spin) = 167.88 kJ/mol

Element x y z (Å)
C  4.1700  -1.0849  -3.4474
C  5.2539  -0.4428  -2.6106
C  4.6098  0.3779  -1.5611
O  3.6496  1.3646  -2.1013
C  4.2343  2.3618  -2.9263
N  6.1542  -1.5167  -2.0156
H  3.6384  -0.3526  -4.0576
H  3.4612  -1.5499  -2.7539
H  4.6382  -1.8419  -4.0981
H  5.8430  0.2623  -3.0788
H  5.3873  0.9481  -1.0474
H  4.1805  -0.2007  -0.7250
H  4.9436  2.9899  -2.3298
H  3.3965  3.0162  -3.2553
H  4.6237  1.8965  -3.8045
H  5.5175  -2.0899  -1.4201
H  6.8917  -1.1294  -1.4382
C  0.9489  4.9427  -0.7529
C  0.4261  5.5511  0.4989
C  0.5153  7.0472  0.5615
O  1.9041  7.3647  0.4021
C  2.2567  8.7066  0.5153
N  -1.0190  5.0512  0.7350
H  2.0182  5.1161  -0.9818
H  0.4323  5.2584  -1.6789
H  0.8363  3.8394  -0.7687
H  0.9512  5.2043  1.4175
H  0.1227  7.5321  1.4313
H  -0.1321  7.3926  -0.2788
H  3.3169  8.7557  0.3550
H  2.0840  9.0770  1.5219
H  1.7220  9.3724  -0.1399
H  -1.4737  4.9338  -0.1451
H  -1.5003  5.7721  1.2649
C  -1.4812  -6.7864  -0.6324
C  -1.3416  -5.5459  -1.4464
C  0.1155  -5.0244  -1.4998
O  0.2435  -3.7493  -2.0103
C  1.5830  -3.4028  -2.3260
N  -1.8705  -5.7914  -2.7635
H  -2.4125  -7.3643  -0.8846
H  -1.4951  -6.5999  0.4420
H  -0.6231  -7.4419  -0.8313
H  -1.9908  -4.6548  -1.0769
H  0.5542  -5.7809  -2.1643
H  0.5626  -5.1089  -0.4751
H  2.0286  -3.3373  -1.3159
H  1.5487  -2.3781  -2.7784
H  2.1159  -4.1202  -2.9529
H  -1.7139  -6.6756  -3.1521
H  -1.5636  -5.0755  -3.3952
C  0.9373  1.0691  4.1848
C  1.8039  2.3425  4.2664
C  2.1304  2.8385  2.9122
O  3.1054  2.0293  2.1828
C  3.5257  2.7255  1.0091
N  1.1456  3.4383  5.0285
H  -0.0460  1.3811  3.7626
H  0.6659  0.7828  5.1753
H  1.3709  0.2692  3.6225
H  2.7270  1.9682  4.7194
H  2.6317  3.7944  3.0905
H  1.2775  3.0286  2.2977
H  2.7505  2.8261  0.2456
H  4.3321  2.1501  0.5766
H  3.7830  3.7616  1.3179
H  1.0986  3.1824  6.0065
H  0.2132  3.5320  4.6805
C  0.8548  -2.6837  5.8544
C  -0.0057  -3.0303  4.5909
C  0.9581  -3.6675  3.6080
O  0.4466  -3.8195  2.3365
C  0.1061  -2.6386  1.6306
N  -1.0731  -3.9641  4.8602
H  0.3546  -2.7214  6.7833
H  1.3925  -1.7884  5.6269
H  1.6619  -3.5335  5.8991
H  -0.4609  -2.1508  4.1239
H  1.2407  -4.6415  3.9724
H  1.9374  -3.1529  3.6147
H  -0.7860  -2.1369  2.0190
H  -0.1133  -2.9728  0.5694
H  0.9923  -2.0145  1.6148
H  -1.8818  -3.6670  5.4020
H  -0.7710  -4.8783  5.1504
C  -2.7504  3.1498  5.8610
C  -2.5779  4.0728  4.6823
C  -2.1122  5.3734  5.2132
O  -3.0152  6.0009  6.0368
C  -4.2050  6.5086  5.3949
N  -1.5495  3.6168  3.7163
H  -3.2918  3.6939  6.6917
H  -1.7527  2.9379  6.1725
H  -3.2507  2.2146  5.5967
H  -3.5667  4.0951  4.2066
H  -1.7425  6.1575  4.5047
H  -1.2442  5.1149  5.7938
H  -4.6154  7.2072  6.0799
H  -4.9406  5.7439  5.1741
H  -3.8142  7.0391  4.5210
H  -1.7496  2.6670  3.4992
H  -1.5124  4.1742  2.8959
C  0.6707  3.5697  -4.9255
C  0.2650  2.2050  -5.5451
C  1.4535  1.2796  -5.7778
O  1.1044  0.0944  -6.4921
C  2.2412  -0.6396  -6.7345
N  -0.8144  1.6556  -4.7147
H  1.4983  4.0433  -5.4950
H  1.0174  3.4378  -3.8923
H  -0.1655  4.2717  -4.9483
H  -0.1698  2.3506  -6.5680
H  1.9131  1.0002  -4.8246
H  2.2182  1.8053  -6.3816
H  2.9721  -0.0046  -7.2304
H  2.0267  -1.4844  -7.3951
H  2.7569  -1.1030  -5.8607
H  -0.4084  1.4769  -3.7752
H  -1.0679  0.7787  -5.1447
C  -4.9725  -1.2691  6.4794
C  -4.9796  -1.8361  5.0658
C  -3.9771  -1.2333  4.1222
O  -4.2933  0.1266  3.8335
C  -3.3504  0.5707  2.8464
N  -4.5731  -3.3290  5.1414
H  -5.6311  -1.7948  7.2011
H  -5.3237  -0.2577  6.3559
H  -3.9663  -1.1777  6.8882
H  -6.0046  -1.6711  4.6622
H  -3.8773  -1.8221  3.2080
H  -2.9794  -1.2048  4.6310
H  -3.4961  1.6375  2.7477
H  -3.4258  0.0665  1.8251
H  -2.3371  0.3657  3.2331
H  -5.1571  -3.7802  5.8746
H  -4.9423  -3.7192  4.2864
C  -2.9984  -1.5040  -0.4493
C  -4.1606  -2.0081  -1.2838
C  -4.8127  -0.8727  -2.1459
O  -5.1426  0.1574  -1.2774
C  -5.7878  1.3002  -1.8605
N  -3.7064  -3.1722  -2.0326
H  -2.7685  -2.3517  0.2447
H  -3.1705  -0.5744  0.0611
H  -2.1874  -1.4619  -1.1253
H  -4.8950  -2.3168  -0.5792
H  -5.7826  -1.1758  -2.5638
H  -4.1197  -0.5982  -2.9566
H  -5.6911  2.2016  -1.2102
H  -6.8913  1.1430  -2.0466
H  -5.3524  1.5662  -2.7952
H  -4.4702  -3.6770  -2.4530
H  -3.0628  -2.8419  -2.7217
C  4.4618  -6.2835  -3.2812
C  4.8986  -5.0547  -2.5062
C  4.3035  -5.0187  -1.0937
O  4.5613  -3.7430  -0.5510
C  3.9868  -3.6184  0.7608
N  6.3828  -4.9162  -2.5685
H  4.9398  -7.0920  -2.7216
H  4.8364  -6.2555  -4.3122
H  3.3807  -6.3348  -3.1977
H  4.4661  -4.1914  -3.0120
H  4.8457  -5.8059  -0.4912
H  3.2488  -5.2297  -1.0694
H  4.2884  -4.3925  1.4276
H  2.9141  -3.7211  0.6856
H  4.2570  -2.6640  1.2431
H  6.7596  -5.2738  -3.4485
H  6.6485  -3.9299  -2.6257
C  -3.0255  2.4814  -0.1893
C  -2.6272  2.6301  -1.6783
O  -1.3808  3.3822  -1.7745
O  -1.9302  1.8475  0.4940
H  -3.8699  1.7682  -0.1383
H  -3.2649  3.4181  0.3202
H  -3.3367  3.2560  -2.1998
H  -2.5458  1.6587  -2.1024
H  -0.5984  2.8057  -1.5646
H  -1.1696  2.4514  0.4659
C  -1.4522  -3.1030  -6.1718
C  -1.2379  -1.9736  -5.1859
O  -1.4102  -2.2348  -3.7669
O  -0.5750  -4.1365  -5.8666
H  -1.2106  -2.5968  -7.1543
H  -2.4809  -3.4604  -6.2395
H  -1.8918  -1.1526  -5.4717
H  -0.2128  -1.6157  -5.3554
H  -0.7409  -2.8965  -3.5325
H  -0.6506  -4.9481  -6.3566
C  0.5844  0.3093  0.0820
C  0.3949  0.4404  -1.4016
O  0.8612  1.6871  -1.9297
O  1.9175  -0.0175  0.4520
H  -0.0902  -0.4738  0.4318
H  0.2370  1.2065  0.6069
H  -0.6223  0.3738  -1.6596
H  0.9100  -0.4170  -1.9115
H  1.8450  1.5987  -1.9484
H  2.2928  0.5004  1.2075